{
  "formula": "C3H10OS2",
  "method": "ωB97M-V/def2-TZVPD",
  "lumo_energy_ha": 0.0232,
  "de_lowest_kcal_mol": 10.2,
  "species": ["S", "S", "O", "C", "C", "C", "H", "H", "H", "H", "H", "H", "H", "H", "H", "H"],
  "coordinates": [[0.73617, 0.80015, -2.05279], [2.09090, -0.08991, -0.76948], [-1.13795, -1.37585, 2.35850], [-1.42056, -0.60271, -1.24419], [2.36965, 0.99955, 0.66811], [-0.89338, 0.81972, -1.20965], [-0.71369, 1.26842, -0.21374], [-1.26215, -1.12242, -2.20410], [-0.92582, -2.05351, 1.67730], [-2.45812, -0.78052, -0.91489], [3.41823, 1.30932, 0.81351], [1.73139, 1.89894, 0.68607], [-1.33201, -1.89422, 3.17206], [-0.73500, -1.03206, -0.49435], [-1.54486, 1.51128, -1.77778], [2.07719, 0.34383, 1.50544]]
}

=====

{
  "formula": "C21H24N6O4",
  "method": "ωB97M-V/def2-TZVPD",
  "lumo_energy_ha": 0.0154,
  "de_lowest_kcal_mol": 77.4,
  "species": ["O", "O", "O", "O", "N", "N", "N", "N", "N", "N", "C", "C", "C", "C", "C", "C", "C", "C", "C", "C", "C", "C", "C", "C", "C", "C", "C", "C", "C", "C", "C", "H", "H", "H", "H", "H", "H", "H", "H", "H", "H", "H", "H", "H", "H", "H", "H", "H", "H", "H", "H", "H", "H", "H", "H"],
  "coordinates": [[-0.79385, -3.78692, 5.69306], [-2.91418, -2.89010, 5.74431], [-1.10019, 0.13921, -3.47741], [-1.93444, 0.69689, -0.29746], [0.52693, 2.26231, 0.16704], [0.64392, 2.02879, -1.97382], [0.51723, 3.33058, -1.68483], [-2.21145, -0.41599, 1.63186], [2.18729, -0.49485, -0.28780], [0.44906, 3.44383, -0.42620], [-1.54604, 2.43853, -3.96080], [0.80830, 1.59255, -3.32868], [-2.71549, -1.56978, 3.67805], [3.74866, 1.33881, -0.07216], [-1.82547, -1.25276, 2.63876], [-2.00440, -3.73960, 6.41319], [-1.44427, -0.02237, 0.55609], [0.81629, -0.10413, -0.58175], [-0.52439, -1.79035, 2.59594], [0.32151, -1.39923, 1.51806], [3.86977, 0.75251, -1.48724], [-0.08747, -2.67131, 3.60586], [-2.49067, 0.35474, -3.32031], [2.87634, 0.32528, 0.69878], [-0.08725, -0.54744, 0.55092], [3.11481, -0.58914, -1.39858], [-0.51730, 1.29602, -4.05017], [0.63852, 1.36616, -0.78963], [-0.96451, -2.97003, 4.60671], [-2.64701, 1.85271, -3.07632], [-2.26087, -2.42549, 4.64344], [-3.63832, 2.21392, -3.33760], [-2.43304, -4.75169, 6.48512], [-2.45160, 2.06078, -2.02634], [0.90545, -3.08621, 3.58002], [-0.25729, 1.08443, -5.10053], [-3.01802, 0.04273, -4.23442], [1.41171, 0.68332, -3.34249], [3.51490, -0.33794, 1.29123], [-2.82229, -0.25053, -2.47782], [-1.10717, 3.33713, -3.53051], [-3.14815, -0.02973, 1.65768], [3.27119, 2.31773, -0.08991], [3.82464, -1.38673, -1.15192], [-1.92807, 2.67545, -4.95396], [0.49227, -0.61780, -1.49669], [4.90669, 0.59806, -1.78017], [-1.81812, -3.35147, 7.42721], [1.32347, -1.79768, 1.48185], [2.16228, 0.81315, 1.35999], [4.72060, 1.45364, 0.40381], [1.33015, 2.39155, -3.86197], [2.60610, -0.86901, -2.32126], [-3.70968, -1.15686, 3.71269], [3.41291, 1.41432, -2.22291]]
}

=====

{
  "formula": "CHFN2O3",
  "method": "ωB97M-V/def2-TZVPD",
  "lumo_energy_ha": -0.0024,
  "de_lowest_kcal_mol": 51.5,
  "species": ["F", "O", "O", "O", "N", "N", "C", "H"],
  "coordinates": [[1.49495, -0.50638, 1.26809], [0.45886, 1.04237, -0.18837], [-0.35116, 0.48739, 1.86400], [-0.53715, 0.60868, -2.04556], [-0.31706, -0.82897, -0.37344], [-0.26234, 0.15883, -1.02148], [0.49899, 0.49671, 1.10084], [-0.98510, -1.45862, -0.60408]]
}

=====

{
  "formula": "C4H6BrF",
  "method": "ωB97M-V/def2-TZVPD",
  "lumo_energy_ha": 0.0163,
  "de_lowest_kcal_mol": 64.5,
  "species": ["Br", "F", "C", "C", "C", "C", "H", "H", "H", "H", "H", "H"],
  "coordinates": [[2.06072, -3.36978, -0.95885], [1.62256, -1.86695, -3.17557], [2.04982, -1.73606, -1.91960], [0.38744, -0.41699, -0.86091], [-0.07082, -0.54006, 0.34290], [-1.02323, 0.49812, 0.88769], [-2.05067, 0.14871, 0.79879], [-0.92625, 1.42869, 0.33222], [2.97001, -1.17455, -1.83637], [-0.80565, 0.68556, 1.93569], [0.24264, 0.30588, -1.63386], [0.18531, -1.36199, 0.99379]]
}

=====

{
  "formula": "C3H8N2",
  "method": "ωB97M-V/def2-TZVPD",
  "lumo_energy_ha": -0.1060,
  "de_lowest_kcal_mol": 184.8,
  "species": ["N", "N", "C", "C", "C", "H", "H", "H", "H", "H", "H", "H", "H"],
  "coordinates": [[-0.31256, 1.39095, 1.54798], [-0.14980, -1.57295, -0.72914], [-0.68326, 0.36972, 2.12142], [1.00824, 0.51566, -0.75959], [-0.25587, -0.21025, -1.16440], [1.21792, 0.21173, 0.25378], [-0.58421, -0.05311, -2.18597], [-1.14440, 0.33733, 3.12091], [0.72417, 1.57072, -0.67797], [-0.06860, -2.19079, -1.54610], [-0.65370, -0.66950, 1.72863], [-0.98759, 0.10465, -0.38344], [1.88965, 0.19586, -1.32611]]
}

=====

{
  "formula": "C30H41N4S2Ti",
  "method": "ωB97M-V/def2-TZVPD",
  "total_charge": 1,
  "lumo_energy_ha": [-0.1242, -0.1243],
  "species": ["Ti", "S", "S", "N", "N", "N", "N", "C", "C", "C", "C", "C", "C", "C", "C", "C", "C", "C", "C", "C", "C", "C", "C", "C", "C", "C", "C", "C", "C", "C", "C", "C", "C", "C", "C", "C", "C", "H", "H", "H", "H", "H", "H", "H", "H", "H", "H", "H", "H", "H", "H", "H", "H", "H", "H", "H", "H", "H", "H", "H", "H", "H", "H", "H", "H", "H", "H", "H", "H", "H", "H", "H", "H", "H", "H", "H", "H", "H"],
  "coordinates": [[-0.26582, -1.85777, -0.58925], [0.32504, 0.12908, -1.68373], [0.41596, -0.66713, 1.26017], [0.34116, 1.96071, 1.88861], [0.71989, 2.68572, -0.90196], [-1.45964, -1.91041, -2.55854], [-2.29204, -1.32270, 0.01086], [4.51053, 3.80227, 2.68308], [-0.63089, -3.94173, 0.57435], [2.84116, -3.04560, -0.53823], [1.40551, -3.43854, -0.36722], [-3.69195, 3.01201, -0.63612], [-1.82235, 4.97356, -1.20773], [-1.84575, -4.93022, -1.48127], [2.71674, 2.18390, 2.64224], [0.38766, 1.03387, 0.84092], [-1.50809, 3.64418, -1.46064], [-3.98882, 4.34387, -0.37355], [0.47123, 1.38717, -0.46880], [3.49672, 1.36991, 1.82105], [-3.05359, 5.32403, -0.66635], [4.76342, 1.77118, 1.42851], [-0.13740, 3.24749, -1.95553], [-3.32071, -1.65924, -0.99588], [0.91782, -4.00374, -2.84447], [0.53790, -3.87014, -1.39797], [1.05668, 3.59983, 0.18270], [3.23976, 3.39723, 3.07255], [0.68889, -3.49598, 0.85907], [-0.72009, -4.20118, -0.81184], [-1.69713, -4.18173, 1.59773], [-2.46217, 2.66898, -1.17477], [1.28280, -3.36030, 2.22281], [1.30035, 1.79408, 2.99153], [-2.78377, -1.27206, -2.35844], [5.27184, 2.99246, 1.85516], [0.18227, 3.32835, 1.41457], [-2.69955, -4.10539, 1.17241], [-2.24289, -0.31337, 0.15650], [-4.94806, 4.61469, 0.04709], [5.35945, 1.13090, 0.79072], [0.44124, 4.00743, 2.22616], [-2.78295, -4.82894, -0.93599], [-3.28202, 6.36436, -0.47550], [3.10461, 0.41610, 1.48614], [-0.21186, 2.51184, -2.75466], [-4.42879, 2.24612, -0.42400], [-1.60782, -5.18390, 2.02172], [-4.26800, -1.15498, -0.79964], [2.64781, 4.03307, 3.72189], [3.48916, -3.91823, -0.42522], [-0.94900, -1.38222, -3.26159], [0.38162, 4.11650, -2.36061], [4.90601, 4.74889, 3.02778], [1.63243, -4.34123, 2.55348], [-2.63529, -0.19437, -2.40818], [3.13747, -2.30685, 0.20475], [1.75811, -4.69115, -2.95095], [-1.58316, -2.84295, -2.93683], [0.09634, -4.40441, -3.43781], [-1.09777, 5.74651, -1.43808], [-1.61820, -3.47406, 2.42442], [1.25712, 0.75618, 3.32143], [-3.49569, -2.73398, -0.94707], [0.90753, 4.62090, -0.16695], [-0.86427, 3.49752, 1.15039], [0.56092, -2.99699, 2.95264], [-3.48771, -1.55015, -3.14342], [3.02331, -2.62073, -1.52448], [-2.22318, 1.63199, -1.38195], [6.26144, 3.30634, 1.55022], [-2.02112, -4.63608, -2.51723], [0.94080, 2.41134, 3.81594], [-1.61020, -5.99648, -1.51141], [1.23394, -3.05430, -3.28463], [2.10939, 3.47783, 0.44184], [2.13123, -2.67899, 2.22821], [-2.51554, -1.72014, 0.91882]]
}

=====

{
  "formula": "C5H6FNO",
  "method": "ωB97M-V/def2-TZVPD",
  "lumo_energy_ha": [0.0009, 0.0009],
  "de_lowest_kcal_mol": 215.6,
  "species": ["F", "O", "N", "C", "C", "C", "C", "C", "H", "H", "H", "H", "H", "H"],
  "coordinates": [[-1.69226, -2.10369, -0.34997], [0.96503, 0.59434, -0.33720], [-0.31546, 1.09085, -0.31095], [1.18590, -0.61383, -0.00052], [-1.34041, 0.28147, -0.14136], [2.60650, -1.08015, 0.08962], [-1.39228, -1.00875, 0.34192], [-2.64629, 1.06478, 0.08710], [3.36103, -0.14403, -0.01833], [2.76679, -1.89053, 0.94300], [-2.75548, 1.33702, 1.19739], [-2.65810, 2.07958, -0.36128], [-3.43157, 0.46086, -0.22664], [2.83893, -1.57726, -0.75218]]
}

=====

{
  "formula": "C41H39MgN5O2S2Sb",
  "method": "ωB97M-V/def2-TZVPD",
  "total_charge": 1,
  "lumo_energy_ha": -0.0837,
  "de_lowest_kcal_mol": 29.0,
  "species": ["Sb", "S", "S", "Mg", "O", "O", "N", "N", "N", "N", "N", "C", "C", "C", "C", "C", "C", "C", "C", "C", "C", "C", "C", "C", "C", "C", "C", "C", "C", "C", "C", "C", "C", "C", "C", "C", "C", "C", "C", "C", "C", "C", "C", "C", "C", "C", "C", "C", "C", "C", "C", "C", "H", "H", "H", "H", "H", "H", "H", "H", "H", "H", "H", "H", "H", "H", "H", "H", "H", "H", "H", "H", "H", "H", "H", "H", "H", "H", "H", "H", "H", "H", "H", "H", "H", "H", "H", "H", "H", "H", "H"],
  "coordinates": [[-2.07413, -0.33389, 3.43034], [-0.39560, 0.58806, 2.15130], [-2.65488, 0.54614, -0.51778], [0.13011, -0.61620, -0.01929], [-0.25213, 3.79409, -2.02995], [3.77354, -1.26139, -0.89849], [-1.88975, 2.92529, 0.26012], [-2.23497, 2.67729, -2.04704], [1.08799, -2.23322, 0.98144], [0.02466, -0.48620, -2.14838], [1.91267, 0.01319, -0.38977], [-2.18623, -4.44444, 4.94514], [-2.82364, 4.01765, -6.05238], [2.05108, 0.75790, -1.61722], [-3.07841, -4.54418, 2.71156], [-1.24798, 3.46611, -2.63783], [2.38240, -1.88992, 0.91526], [-5.10993, -0.49403, 3.10032], [-0.92655, -0.89679, -2.99886], [-1.99515, -3.07517, 4.81397], [-0.62081, 4.97447, -6.00166], [-2.67647, 3.59530, -4.74158], [-6.61236, 1.34373, 2.72445], [-4.03961, 0.38751, 3.03309], [-2.18547, 2.14704, -0.76356], [-0.33423, 1.24186, 7.70788], [-0.47060, 4.55083, -4.69426], [0.39506, 0.35654, 6.92421], [0.70333, -3.08581, 1.93776], [1.57414, -3.58685, 2.88385], [-1.49818, 3.86385, -4.04815], [-6.40078, -0.00980, 2.94133], [-2.33786, -2.45054, 3.62299], [0.04132, 0.32410, -4.79589], [2.91386, -3.21762, 2.82068], [-5.53544, 2.21509, 2.63025], [3.32760, -2.37384, 1.80736], [-1.80748, 4.38334, 0.34158], [-4.29030, 4.62156, 0.75699], [-1.80086, 4.70993, -6.68456], [2.77181, -0.99859, -0.23785], [-2.88633, -3.17800, 2.57142], [-2.12060, 1.21770, 6.10027], [-4.24348, 1.73770, 2.78114], [-0.96426, -0.51415, -4.32163], [-1.39525, 0.32227, 5.32744], [-0.13180, -0.10063, 5.72711], [-2.72401, -5.17664, 3.89627], [1.03000, 0.73798, -3.92751], [0.99500, 0.32012, -2.60008], [-3.10341, 5.07029, -0.09529], [-1.58333, 1.67899, 7.29412], [1.37603, 0.03201, 7.24450], [1.93384, 1.82842, -1.42680], [-1.75384, -0.86551, -4.97049], [-3.39862, 2.41406, 2.71387], [0.05144, 0.64445, -5.82990], [1.21928, -4.26260, 3.64936], [1.84170, 1.36929, -4.26110], [-4.51654, 3.56921, 0.57437], [-1.91769, -4.94044, 5.86837], [-1.70889, 2.40610, 1.11142], [-1.92669, 5.05521, -7.70188], [-3.50530, -5.11524, 1.89768], [-1.62510, 4.61395, 1.39124], [-3.50182, 3.07524, -4.27072], [0.18334, 5.51215, -6.48546], [4.35923, -2.07750, 1.68476], [-2.88012, -6.24157, 4.00334], [-3.17024, -2.67698, 1.65133], [0.07495, 1.59247, 8.64587], [-0.96194, 4.74501, -0.23914], [-5.70592, 3.26804, 2.44842], [-5.18128, 5.20508, 0.52905], [-3.30699, 4.86887, -1.14736], [-1.59379, -2.50157, 5.64094], [3.62719, -3.59295, 3.54220], [3.03994, 0.58518, -2.05321], [0.43718, 4.74669, -4.13980], [0.43947, -0.78248, 5.10599], [-4.06574, 4.75066, 1.81833], [-2.95672, 6.14581, 0.01411], [-1.67837, -1.55752, -2.58858], [-4.94819, -1.54800, 3.28810], [-2.83007, 2.15831, -2.67355], [-2.13852, 2.38379, 7.89853], [-3.10233, 1.54497, 5.77739], [-7.62111, 1.72553, 2.64225], [-0.33513, -3.38483, 1.92288], [-7.24168, -0.68805, 2.99654], [-3.74050, 3.80972, -6.58746]]
}